(1)
An isolated molecule of C4H6N2 in a non-equilibrium geometry. Source: the Open Molecules 2025 dataset; level of theory: ωB97M-V/def2-TZVPD.

Each line ends with the natural charge from an NBO analysis.
Geometry (Å):
C  -1.169671  0.877014  -0.063262  -0.6361
C  -0.602010  -0.483235  0.236469  -0.0163
N  -0.049821  -1.491423  -0.633370  -0.6114
C  0.847091  -0.701777  0.342824  -0.2171
C  1.659707  0.414531  -0.142425  0.2394
N  2.266304  1.362483  -0.422396  -0.3029
H  -0.718944  1.319814  -0.952150  0.2305
H  -2.253638  0.829891  -0.187047  0.2257
H  -0.952044  1.520714  0.799260  0.2277
H  -1.102254  -0.990604  1.064792  0.2114
H  0.797181  -1.389186  -1.186914  0.4112
H  1.278095  -1.268225  1.144218  0.2379

Cartesian forces (eV/Å) of the 2 atoms listed first:
C -0.04 0.03 -0.21
C 0.16 0.37 0.44

E_LUMO (eV): 0.9
Highest occupied orbital energy (Ha): -0.37202
2S+1: 1

***

(2)
C4H6N2 as an isolated structure. Source: the Open Molecules 2025 dataset; level of theory: ωB97M-V/def2-TZVPD.

Each line ends with the natural charge from an NBO analysis.
Geometry (Å):
C  1.357623  -0.222252  -0.552466  -0.4089
N  0.243076  -0.826058  0.145440  -0.3759
C  -0.120261  -0.063497  1.300043  -0.0637
C  -1.067843  0.776334  0.889726  -0.0628
N  -1.303040  0.560199  -0.519382  -0.5964
C  -0.811478  -0.701805  -0.705026  0.1925
H  -0.139858  1.001023  -0.817774  0.2979
H  2.319404  -0.358051  -0.050464  0.1843
H  1.393720  -0.475305  -1.613440  0.1870
H  0.435963  -0.150149  2.222194  0.2281
H  -1.571564  1.582468  1.403648  0.2266
H  -0.735742  -1.122907  -1.702499  0.1914

Cartesian forces (eV/Å) of the 2 atoms listed first:
C 0.30 -0.30 -0.02
N 0.06 -0.03 0.08

E_LUMO (spin up / spin down) (eV): 0.1 / 0.0
Highest occupied orbital energy (spin up / spin down) (Ha): -0.29338 / -0.29067
2S+1: 1

***

(3)
An isolated molecule of C4H6N2 in a non-equilibrium geometry. Source: the Open Molecules 2025 dataset; level of theory: ωB97M-V/def2-TZVPD.

Each line ends with the natural charge from an NBO analysis.
Geometry (Å):
C  -1.245353  0.202594  0.924156  -0.4083
N  -0.058017  0.690162  0.262529  -0.3638
C  0.040221  0.554126  -1.170302  -0.2320
C  0.681579  -0.432023  -0.236646  -0.1958
C  2.097803  -0.580892  0.067936  0.2730
N  3.205916  -0.784642  0.336525  -0.3010
H  -1.042879  0.161424  2.003585  0.2144
H  -1.378367  -0.901803  0.557794  0.1558
H  -2.073887  0.905747  0.741639  0.2120
H  0.540792  1.399959  -1.647208  0.2258
H  -0.775898  0.125768  -1.754629  0.1975
H  0.008094  -1.340417  -0.085383  0.2224

Cartesian forces (eV/Å) of the 2 atoms listed first:
C -0.33 -0.89 -0.09
N 0.07 0.20 0.32

E_LUMO (eV): 0.9
Highest occupied orbital energy (Ha): -0.37567
2S+1: 1

***

(4)
A 2-piece molecular cluster, C4H6N2 overall in a non-equilibrium geometry. Source: the Open Molecules 2025 dataset; level of theory: ωB97M-V/def2-TZVPD.

Each line ends with the natural charge from an NBO analysis.
Geometry (Å):
C  3.916399  0.197281  -0.110576  -0.2532
C  2.847231  -0.304338  0.204100  -0.2169
C  -0.688985  0.703913  0.274964  -0.3407
C  -0.509830  -0.878050  0.285694  0.0677
N  -1.625789  -0.309718  -0.009745  -0.2279
N  -2.928230  -0.344640  0.003206  -0.5825
H  4.811431  0.520365  -0.509086  0.2216
H  -0.851900  1.089874  1.213660  0.1851
H  -0.445701  1.220292  -0.620548  0.1870
H  1.885632  -0.677620  0.252101  0.2377
H  -3.211185  -1.315253  -0.098936  0.3640
H  -3.199070  0.097895  -0.884832  0.3581

Cartesian forces (eV/Å) of the 2 atoms listed first:
C -3.44 -1.73 0.97
C 3.58 1.78 -1.26

E_LUMO (eV): 0.9
Highest occupied orbital energy (Ha): -0.34292
2S+1: 1

***

(5)
An isolated molecule of C4H6N2. Source: the Open Molecules 2025 dataset; level of theory: ωB97M-V/def2-TZVPD.

Each line ends with the natural charge from an NBO analysis.
Geometry (Å):
C  0.576727  -1.453396  0.262168  -0.4015
N  0.433070  0.015294  0.191455  -0.4778
C  0.548022  0.608505  -1.239451  -0.1702
C  -0.528689  1.433435  -1.188802  -0.2650
N  -1.341213  1.395043  -0.011135  -0.3511
C  -0.798009  0.571150  0.780378  0.1446
H  -0.259684  -1.905915  -0.273002  0.2261
H  1.509591  -1.717197  -0.235013  0.2366
H  0.580719  -1.784712  1.305151  0.2023
H  1.253495  0.454021  0.617606  0.4430
H  -0.832744  2.114244  -1.974132  0.2117
H  -1.141285  0.269528  1.764777  0.2014

Cartesian forces (eV/Å) of the 2 atoms listed first:
C -0.01 -0.14 -0.02
N 0.03 0.00 -0.02

E_LUMO (eV): 0.6
Highest occupied orbital energy (Ha): -0.31245
2S+1: 1

***

(6)
An isolated molecule of C4H6N2 in a non-equilibrium geometry. Source: the Open Molecules 2025 dataset; level of theory: ωB97M-V/def2-TZVPD.

Each line ends with the natural charge from an NBO analysis.
Geometry (Å):
H  -1.522554  -1.513870  -0.598229  0.4208
N  -0.986545  -1.625574  -1.484974  -0.5461
C  -0.465701  -0.543288  -1.164999  0.3522
C  -0.824425  0.202616  0.370030  -0.4745
C  0.473967  -0.011951  1.159821  -0.2298
N  1.256759  0.625336  0.082128  -0.5822
C  0.153235  0.670384  -0.833926  -0.1097
H  -1.413684  1.062516  0.709086  0.2275
H  0.722875  -1.069411  1.338364  0.1698
H  0.579199  0.522438  2.114246  0.1914
H  2.093163  0.155087  -0.231431  0.3588
H  -0.066290  1.525717  -1.460116  0.2219

Cartesian forces (eV/Å) of the 2 atoms listed first:
H -0.77 -2.00 -0.89
N 0.00 0.52 0.24

E_LUMO (eV): 0.9
Highest occupied orbital energy (Ha): -0.30414
2S+1: 1

***

(7)
An isolated molecule of C4H6N2 in a non-equilibrium geometry. Source: the Open Molecules 2025 dataset; level of theory: ωB97M-V/def2-TZVPD.

Each line ends with the natural charge from an NBO analysis.
Geometry (Å):
N  1.304225  -1.270301  -0.997003  -0.8523
C  0.147132  -0.540205  -0.371750  0.2588
C  -0.750635  -0.690301  0.545319  -0.3288
C  -1.209692  0.570497  0.950918  -0.3174
C  -0.374656  1.488915  0.368411  -0.0682
N  0.455673  0.817133  -0.577499  -0.5648
H  1.846898  -1.422137  -0.035802  0.3742
H  1.058200  -2.373711  -1.488427  0.3731
H  -1.002474  -1.579036  1.398202  0.2376
H  -2.091731  1.023865  1.556793  0.2378
H  -0.451170  2.613696  -0.015193  0.2044
H  1.068230  1.361585  -1.333970  0.4455

Cartesian forces (eV/Å) of the 2 atoms listed first:
N -0.93 -4.19 1.88
C 6.32 0.80 -5.16

E_LUMO (eV): 1.0
Highest occupied orbital energy (Ha): -0.30940
2S+1: 1

***

(8)
An isolated molecule of C4H6N2 in a non-equilibrium geometry. Source: the Open Molecules 2025 dataset; level of theory: ωB97M-V/def2-TZVPD.

Each line ends with the natural charge from an NBO analysis.
Geometry (Å):
N  2.938716  0.073065  -0.843896  -0.3206
C  1.988979  -0.024769  -0.190111  0.2691
C  0.684586  -0.231960  0.459221  -0.1353
C  -0.349580  0.930056  0.371706  -0.3831
C  -1.296670  -0.099372  -0.299550  -0.1935
N  -0.200236  -1.033521  -0.336430  -0.6382
H  0.791900  -0.588773  1.494345  0.2072
H  -0.695914  1.294298  1.340297  0.2114
H  -0.028682  1.777927  -0.239921  0.2240
H  -1.747933  0.155202  -1.264515  0.1891
H  -2.076814  -0.410770  0.407654  0.1683
H  -0.008351  -1.841384  -0.898799  0.4016

Cartesian forces (eV/Å) of the 2 atoms listed first:
N -0.78 -0.03 0.77
C 0.78 0.14 -0.62

E_LUMO (eV): 1.0
Highest occupied orbital energy (Ha): -0.33059
2S+1: 1

***

(9)
A 2-piece molecular cluster, C4H6N2 overall. Source: the Open Molecules 2025 dataset; level of theory: ωB97M-V/def2-TZVPD.

Each line ends with the natural charge from an NBO analysis.
Geometry (Å):
C  -1.031793  0.410746  1.065907  -0.0221
N  -0.568808  -0.751098  0.951776  -0.2840
C  -1.586589  -0.290489  -0.072779  -0.3194
H  -0.972199  1.230839  1.769398  0.2206
H  -2.556236  -0.775988  0.001714  0.1862
H  -1.238640  -0.091487  -1.090042  0.1840
C  1.717032  -0.815960  -0.473116  -0.6041
C  1.424436  0.450921  -0.604131  0.4155
N  1.052291  1.621536  -0.646893  -0.6329
H  1.332745  -1.548357  -1.172033  0.2472
H  2.265433  -1.151123  0.398490  0.2518
H  0.162332  1.710456  -0.128293  0.3572

Cartesian forces (eV/Å) of the 2 atoms listed first:
C -0.05 -0.55 0.33
N -0.34 0.39 0.39

E_LUMO (eV): 1.1
Highest occupied orbital energy (Ha): -0.33548
2S+1: 1

***

(10)
An isolated molecule of C4H6N2. Source: the Open Molecules 2025 dataset; level of theory: ωB97M-V/def2-TZVPD.

Each line ends with the natural charge from an NBO analysis.
Geometry (Å):
C  -1.609498  -0.334317  -0.038367  -0.6390
C  -0.156068  0.076717  0.028439  0.0078
C  0.351548  1.312348  0.165144  -0.1186
N  1.771412  1.298558  0.258460  -0.1633
N  2.196965  0.121802  0.280475  -0.1196
C  1.080150  -0.774723  -0.054021  -0.3581
H  -2.261415  0.533962  0.103900  0.2264
H  -1.849307  -0.782067  -1.007545  0.2265
H  -1.868469  -1.072970  0.731728  0.2260
H  -0.141594  2.272347  0.232374  0.2117
H  1.075003  -1.773410  0.393704  0.2343
H  1.411273  -0.878250  -1.094292  0.2659

Cartesian forces (eV/Å) of the 2 atoms listed first:
C 0.37 0.04 -0.05
C 0.24 0.14 -0.12

E_LUMO (eV): 0.6
Highest occupied orbital energy (Ha): -0.34236
2S+1: 1

***

(11)
A 2-piece molecular cluster, C4H6N2 overall in a non-equilibrium geometry. Source: the Open Molecules 2025 dataset; level of theory: ωB97M-V/def2-TZVPD.

Each line ends with the natural charge from an NBO analysis.
Geometry (Å):
C  3.384542  -0.055134  0.046947  0.6545
C  1.009667  -0.465967  -0.279906  0.6153
C  4.593260  0.286523  0.211430  -0.3634
C  -3.019686  0.469244  0.104112  0.1644
N  2.198131  -0.315116  -0.196074  -0.6012
N  -2.312718  -0.591718  0.227862  -0.6028
H  -2.622735  -1.565207  0.312663  0.4737
H  5.246042  -0.252995  0.780175  0.3363
H  4.759191  1.383878  0.072826  0.3714
H  -2.573416  1.346110  -0.347054  0.2401
H  -4.162576  0.437913  0.492453  0.2810
H  -1.332144  -0.395455  -0.043673  0.4307

Cartesian forces (eV/Å) of the 2 atoms listed first:
C 1.79 0.43 -0.11
C 0.66 0.07 -0.06

Net charge: +2
E_LUMO (eV): -11.4
Highest occupied orbital energy (Ha): -0.75156
2S+1: 1

***

(12)
An isolated molecule of C4H6N2O in a non-equilibrium geometry. Source: the Open Molecules 2025 dataset; level of theory: ωB97M-V/def2-TZVPD.

Each line ends with the natural charge from an NBO analysis.
Geometry (Å):
N  1.967584  0.738136  -0.220010  -0.8190
C  0.605889  0.380362  -0.175600  0.2150
N  -0.426975  1.293431  -0.202344  -0.5112
C  -1.627542  0.657057  0.006990  -0.0670
C  -1.351372  -0.681924  0.171482  -0.3808
C  0.036158  -0.850221  -0.028089  0.1686
O  0.694478  -2.056411  -0.029773  -0.6879
H  2.486122  -0.136743  -0.179097  0.3834
H  2.222260  1.259308  0.616662  0.3648
H  -0.308990  2.281270  -0.349410  0.4130
H  -2.560315  1.204178  -0.037622  0.2122
H  -1.807513  -1.395953  0.833045  0.2253
H  0.070217  -2.692490  -0.406240  0.4837

Cartesian forces (eV/Å) of the 2 atoms listed first:
N 0.06 -0.04 -0.03
C -0.10 -0.09 -0.03

E_LUMO (eV): 0.9
Highest occupied orbital energy (Ha): -0.27091
2S+1: 1

***

The records above give, respectively, E values of -7222.5064 -7219.7081 -7223.1255 -7218.3072 -7221.7911 -7220.1554 -7221.8636 -7223.7365 -7221.3504 -7223.6244 -7201.7783 -9272.0368 eV.
The records above give, respectively, relative energy (zero: lowest compared OMol25 entry of this formula, charge and spin) values of 297.62 567.61 237.89 702.77 366.63 524.46 359.64 178.92 409.15 189.75 272.05 141.36 kJ/mol.